{"formula": "C3H4Cl2S", "method": "ωB97M-V/def2-TZVPD", "e_above_lowest_ev": 1.785, "e_lumo_ev": 0.62, "e_homo_ev": -9.494, "e_tot_ev": -39053.59310, "homo_lumo_gap_ev": 10.12, "mol_weight_g_mol": 143.04, "symbols": ["Cl", "Cl", "S", "C", "C", "C", "H", "H", "H", "H"], "xyz": [[1.59798, -1.11262, -0.73627], [0.05239, -1.79612, 1.61122], [1.64061, 0.75300, 1.58946], [-1.29762, 0.20092, -1.21749], [0.70320, -0.52518, 0.59120], [-0.87544, 0.35977, -0.00741], [2.55517, 1.05338, 0.60458], [-2.19251, 0.66371, -1.45989], [-1.37961, 0.93574, 0.84514], [-0.80416, -0.53260, -1.82055]], "mulliken_charge": [-0.13, -0.12, -0.17, -0.56, 0.15, -0.13, 0.16, 0.31, 0.27, 0.22]}